Record 1
19
Properties=species:S:1:pos:R:3 method="wB97M-V/def2-TZVPD" total_charge=-1 lumo_ev=3.65 homo_energy_ev=-5.202 homo_lumo_gap_ev=8.850
P -0.982 -0.235 -0.570
O -2.050 -1.047 0.072
O -0.845 1.246 0.173
O -2.245 -3.148 -0.869
O 0.494 -0.971 -0.345
O -1.122 -0.057 -2.055
C 1.025 -1.193 0.951
C 0.113 2.217 -0.150
C 1.562 1.842 0.122
H 2.109 -1.078 0.780
H -3.051 -3.617 -0.555
H -2.297 -2.259 -0.450
H 0.705 -0.442 1.693
H 1.864 0.950 -0.452
H 1.749 1.652 1.193
H 2.184 2.695 -0.198
H -0.042 3.103 0.495
H 0.839 -2.198 1.365
H -0.011 2.540 -1.202



Record 2
16
Properties=species:S:1:pos:R:3 method="wB97M-V/def2-TZVPD" lumo_ev=0.19 homo_energy_ev=-8.098 homo_lumo_gap_ev=8.283
P -0.093 -1.022 0.766
P -1.229 0.691 0.078
O -0.157 1.792 0.613
C 1.364 -0.948 -0.400
C -1.144 -2.251 -0.138
C -0.332 3.183 0.416
H -0.001 3.685 1.327
H 1.955 -0.068 -0.148
H 1.065 -0.901 -1.445
H -2.414 0.210 1.777
H -0.786 -3.257 0.070
H -1.372 3.441 0.215
H -2.163 -2.162 0.231
H -1.137 -2.083 -1.213
H 1.975 -1.833 -0.237
H 0.295 3.506 -0.420



Record 3
15
Properties=species:S:1:pos:R:3 method="wB97M-V/def2-TZVPD" total_charge=-1 spin_multiplicity=2 lumo_ev="4.12 / 4.11" homo_energy_ev="-2.265 / -3.042" homo_lumo_gap_ev="6.380 / 7.150"
S -1.871 -0.106 0.321
O 0.248 0.904 2.319
C 1.638 0.161 -0.613
C 0.495 0.105 -1.696
C 1.737 -1.188 -1.162
H 0.883 0.254 -2.722
H -0.116 1.518 2.951
H -0.273 -0.640 -1.636
H 1.116 -2.052 -0.892
H 2.642 -1.552 -1.745
H -0.422 0.816 1.676
H -0.067 1.006 -1.401
H 1.319 0.260 0.431
H -2.802 -0.551 1.202
H 2.447 0.949 -0.731